Entry 1:
{
  "formula": "C4H8O2",
  "method": "ωB97M-V/def2-TZVPD",
  "smiles": "[O-]CCCC[O-]",
  "largest_force_ha_per_bohr": 0.0948,
  "homo_energy_ha": 0.0398,
  "de_lowest_ev": 1.618,
  "total_energy_ev": -8367.189,
  "total_charge": -2,
  "orbital_gap_ha": 0.2320,
  "species": ["O", "O", "C", "C", "C", "C", "H", "H", "H", "H", "H", "H", "H", "H"],
  "xyz": [[2.848, -0.459, -1.196], [-2.756, 0.087, 1.339], [1.934, -0.085, -0.265], [-0.471, 0.419, 0.524], [0.476, 0.133, -0.639], [-2.015, -0.033, 0.290], [-2.242, 0.633, -0.583], [2.091, 0.782, 0.271], [-0.290, -0.214, 1.344], [1.926, -1.007, 0.486], [0.318, -0.961, -0.937], [0.290, 0.687, -1.617], [-2.145, -0.913, -0.337], [-0.231, 1.365, 0.779]]
}


Entry 2:
{
  "formula": "CH3ClS",
  "method": "ωB97M-V/def2-TZVPD",
  "largest_force_ha_per_bohr": 0.1532,
  "homo_energy_ha": -0.3350,
  "de_lowest_ev": 8.750,
  "total_energy_ev": -24433.857,
  "total_charge": 0,
  "orbital_gap_ha": 0.1282,
  "species": ["Cl", "S", "C", "H", "H", "H"],
  "xyz": [[1.198, 0.040, 2.202], [0.836, 1.192, -1.081], [0.069, -0.495, -1.158], [-0.918, -0.207, -0.789], [0.741, -1.105, -0.615], [-1.926, 0.575, 1.443]]
}


Entry 3:
{
  "formula": "C6H14NO",
  "method": "ωB97M-V/def2-TZVPD",
  "smiles": "CC(C)(C)[C@@H]1[NH2+]CO1",
  "largest_force_ha_per_bohr": 0.0913,
  "homo_energy_ha": -0.5504,
  "de_lowest_ev": 2.898,
  "total_energy_ev": -9977.347,
  "total_charge": 1,
  "orbital_gap_ha": 0.4209,
  "species": ["O", "N", "C", "C", "C", "C", "C", "C", "H", "H", "H", "H", "H", "H", "H", "H", "H", "H", "H", "H", "H", "H"],
  "xyz": [[-0.604, -0.198, -1.970], [-1.599, -0.990, -0.178], [1.351, 1.539, -0.228], [1.218, -0.855, 0.369], [-1.153, -1.401, -1.644], [0.392, 0.526, 0.290], [0.027, 1.025, 1.732], [-0.984, 0.310, -0.509], [-0.009, 2.109, 1.874], [-1.669, 1.169, -0.734], [-2.007, -1.618, -2.182], [2.169, -0.682, 0.912], [2.239, 1.300, 0.284], [-2.646, -0.983, -0.181], [-0.434, -2.186, -1.633], [1.584, 1.282, -1.265], [-1.090, -1.344, 0.732], [-0.884, 0.513, 1.960], [0.757, -1.779, 0.806], [0.829, 0.677, 2.409], [0.982, 2.650, -0.210], [1.530, -1.065, -0.636]]
}


Entry 4:
{
  "formula": "C29H32N10O4S2Tb",
  "method": "ωB97M-V/def2-TZVPD",
  "multiplicity": 7,
  "largest_force_ha_per_bohr": 0.0574,
  "homo_energy_ha": [-0.1939, -0.1929],
  "de_lowest_ev": 0.000,
  "total_energy_ev": -97791.805,
  "total_charge": -1,
  "orbital_gap_ha": [0.2640, 0.2632],
  "species": ["Tb", "S", "S", "O", "O", "O", "O", "N", "N", "N", "N", "N", "N", "N", "N", "N", "N", "C", "C", "C", "C", "C", "C", "C", "C", "C", "C", "C", "C", "C", "C", "C", "C", "C", "C", "C", "C", "C", "C", "C", "C", "C", "C", "C", "C", "C", "H", "H", "H", "H", "H", "H", "H", "H", "H", "H", "H", "H", "H", "H", "H", "H", "H", "H", "H", "H", "H", "H", "H", "H", "H", "H", "H", "H", "H", "H", "H", "H"],
  "xyz": [[11.626, 17.162, 10.705], [8.876, 17.477, 11.328], [10.914, 19.701, 11.122], [8.733, 12.931, 12.329], [13.174, 19.013, 6.781], [12.556, 16.651, 12.673], [15.428, 18.214, 8.590], [11.695, 11.771, 10.932], [9.853, 13.768, 12.260], [11.793, 13.579, 8.346], [9.181, 22.198, 9.186], [8.610, 13.260, 9.559], [6.144, 18.948, 9.387], [13.623, 15.709, 10.369], [10.501, 17.205, 8.190], [13.089, 17.808, 8.759], [11.557, 15.824, 12.633], [10.270, 14.094, 13.400], [11.136, 12.908, 7.228], [15.760, 15.521, 9.346], [14.440, 17.607, 8.997], [13.742, 14.448, 10.814], [12.185, 15.103, 14.847], [8.877, 12.409, 8.430], [8.433, 17.620, 7.137], [12.591, 18.413, 7.629], [7.119, 19.469, 9.688], [9.017, 18.687, 6.408], [9.640, 13.070, 7.237], [11.354, 15.057, 13.623], [9.210, 16.902, 8.018], [10.373, 18.930, 6.550], [12.658, 10.016, 9.658], [9.656, 13.463, 14.654], [15.806, 14.183, 9.688], [14.817, 13.637, 10.467], [12.142, 10.501, 10.861], [12.137, 9.599, 11.933], [11.072, 18.153, 7.498], [8.425, 19.904, 10.054], [8.849, 21.186, 9.583], [14.645, 16.251, 9.648], [9.299, 19.094, 10.785], [12.945, 8.693, 9.486], [12.749, 7.767, 10.488], [12.382, 8.235, 11.731], [8.560, 13.427, 14.625], [16.555, 15.975, 8.773], [9.299, 14.152, 7.149], [12.813, 10.676, 8.815], [8.422, 12.817, 11.402], [14.836, 12.552, 10.606], [11.736, 15.753, 15.648], [8.326, 19.178, 5.726], [9.998, 13.917, 15.561], [16.630, 13.564, 9.316], [12.515, 14.149, 15.277], [9.242, 12.624, 6.297], [11.555, 13.264, 6.264], [13.292, 8.273, 8.524], [9.444, 13.516, 10.078], [12.313, 7.574, 12.614], [13.012, 14.149, 11.523], [13.066, 15.644, 14.501], [11.239, 12.120, 11.757], [12.773, 13.638, 8.173], [9.464, 11.577, 8.814], [10.897, 19.717, 6.096], [8.102, 14.125, 9.351], [7.366, 17.412, 7.038], [8.872, 16.040, 8.557], [11.410, 14.527, 8.421], [11.674, 12.432, 10.140], [7.896, 12.012, 8.093], [11.851, 9.944, 12.916], [12.956, 6.753, 10.278], [9.980, 12.403, 14.626], [11.296, 11.813, 7.367]]
}


Entry 5:
{
  "formula": "C7H11O6",
  "method": "ωB97M-V/def2-TZVPD",
  "largest_force_ha_per_bohr": 0.0907,
  "homo_energy_ha": -0.5272,
  "de_lowest_ev": 2.428,
  "total_energy_ev": -19710.906,
  "total_charge": 1,
  "orbital_gap_ha": 0.3293,
  "species": ["O", "O", "O", "O", "O", "O", "C", "C", "C", "C", "C", "C", "C", "H", "H", "H", "H", "H", "H", "H", "H", "H", "H", "H"],
  "xyz": [[0.405, -2.029, -1.105], [-1.456, -0.506, 1.583], [0.954, 0.496, -1.513], [-3.149, 0.131, -0.583], [-1.649, 2.143, 0.382], [3.188, 1.218, 0.258], [-1.779, 0.005, -0.733], [0.210, -1.317, 0.093], [-1.015, 1.247, -0.333], [0.454, 1.219, -0.437], [1.141, -0.091, 0.005], [-1.262, -1.039, 0.341], [2.591, 0.022, 0.518], [-1.714, -0.156, -1.818], [1.125, -1.876, -1.691], [-1.089, 2.927, 0.683], [3.007, -0.939, 0.189], [-2.005, -1.070, 2.208], [2.462, -0.260, 1.651], [-3.595, 0.034, 0.251], [0.711, -1.981, 0.978], [3.387, 1.465, -0.606], [-1.739, -1.888, -0.002], [0.817, 2.246, -0.319]]
}


Entry 6:
{
  "formula": "C26H20BrCl56N2O4PS2",
  "method": "ωB97M-V/def2-TZVPD",
  "largest_force_ha_per_bohr": 0.0323,
  "homo_energy_ha": -0.3178,
  "total_energy_ev": -840710.032,
  "total_charge": 0,
  "orbital_gap_ha": 0.3173,
  "species": ["Br", "Cl", "Cl", "Cl", "Cl", "Cl", "Cl", "Cl", "Cl", "Cl", "Cl", "Cl", "Cl", "Cl", "Cl", "Cl", "Cl", "Cl", "Cl", "Cl", "Cl", "Cl", "Cl", "Cl", "Cl", "Cl", "Cl", "Cl", "Cl", "Cl", "Cl", "Cl", "Cl", "Cl", "Cl", "Cl", "Cl", "Cl", "Cl", "Cl", "Cl", "Cl", "Cl", "Cl", "Cl", "Cl", "Cl", "Cl", "Cl", "Cl", "Cl", "Cl", "Cl", "Cl", "Cl", "Cl", "Cl", "S", "S", "P", "O", "O", "O", "O", "N", "N", "C", "C", "C", "C", "C", "C", "C", "C", "C", "C", "C", "C", "C", "C", "C", "C", "C", "C", "C", "C", "C", "C", "C", "C", "C", "C", "H", "H", "H", "H", "H", "H", "H", "H", "H", "H", "H", "H", "H", "H", "H", "H", "H", "H", "H", "H"],
  "xyz": [[-1.576, 0.423, -3.587], [-4.733, -6.790, 6.810], [2.194, 2.521, -1.518], [0.173, 6.330, -9.136], [-6.477, -10.560, 1.835], [6.440, 7.530, -8.396], [3.437, 11.961, -6.821], [2.926, 14.793, -7.032], [-2.782, -5.506, -5.467], [0.240, -6.545, 11.484], [5.583, 13.844, -6.433], [8.577, -0.374, -5.292], [-7.212, -7.466, 1.542], [-4.562, -3.238, -5.622], [6.600, 10.312, -7.634], [4.855, 8.493, -6.224], [6.550, 1.503, -4.437], [7.941, 1.897, -6.924], [2.218, 3.333, -8.756], [-0.424, -1.228, 15.098], [1.773, 5.575, -6.143], [4.470, 13.445, -9.063], [7.718, 8.278, -5.915], [-1.108, -4.029, 11.900], [-2.513, -3.189, 14.815], [-5.533, -8.554, -0.566], [6.018, -0.275, -6.629], [-4.343, -7.213, 1.694], [4.745, 2.009, -8.284], [-4.192, -4.615, -3.115], [4.113, 3.042, -10.910], [-3.327, -8.638, 5.098], [-2.118, -6.114, 5.819], [0.159, 6.317, -3.871], [3.432, 5.033, -0.795], [4.688, 4.835, -8.717], [-6.148, -13.277, 2.761], [9.846, 3.841, -0.469], [0.071, 7.892, -6.293], [10.007, 6.164, -2.173], [-2.064, -3.017, -4.192], [9.065, 3.651, -3.239], [-2.406, -8.171, 7.801], [0.171, 8.768, -10.664], [-4.280, -12.153, 0.871], [-2.318, 7.442, -10.060], [-5.824, -5.706, -0.266], [-0.481, 6.268, -11.950], [3.454, 4.138, -3.535], [5.083, 2.800, -1.570], [7.432, 5.122, -1.384], [-2.632, -6.469, 11.736], [-6.976, -12.761, 0.046], [-3.148, -0.533, 15.744], [-1.365, -5.414, 9.376], [2.426, 7.933, -4.631], [-1.679, -2.342, 17.444], [-1.682, -2.882, 2.100], [-3.412, -3.319, 4.465], [-0.500, 0.945, -1.680], [1.091, -1.059, 5.521], [0.400, -0.394, -1.398], [-2.503, 1.158, 3.059], [-3.927, 0.227, -1.083], [-3.322, 0.002, 1.220], [-0.940, -2.189, 4.507], [9.088, 4.697, -1.815], [-3.384, -2.620, -0.077], [-0.612, 7.198, -10.454], [6.414, 8.663, -7.041], [-2.343, 0.737, 1.940], [-3.406, -4.098, -4.606], [-0.043, -0.853, 6.337], [3.543, 3.620, -1.852], [-1.118, 0.946, 1.065], [-3.147, -7.437, 6.381], [-2.021, -2.780, 3.814], [4.101, 13.511, -7.336], [-1.774, 0.957, -0.342], [-2.862, -0.120, -0.169], [1.336, -2.428, 5.312], [-2.417, -1.532, -0.546], [-1.943, -1.824, 15.777], [0.045, -3.192, 4.952], [-1.214, -5.610, 11.122], [-1.340, -1.429, 5.689], [3.935, 3.300, -9.173], [7.274, 0.692, -5.823], [-5.726, -7.245, 0.600], [-5.972, -12.188, 1.382], [1.098, 6.934, -5.231], [-3.345, -2.995, 1.410], [-0.678, 1.915, 1.286], [-0.436, 0.105, 1.200], [0.039, -1.173, -1.849], [-0.144, 0.222, 6.467], [-3.687, -4.026, 1.527], [-2.251, 1.929, -0.495], [-4.785, 0.136, -0.652], [0.239, -3.921, 4.166], [-4.398, -2.249, -0.264], [-2.406, -1.540, -1.638], [-2.000, -0.609, 5.411], [-4.156, 0.585, 1.281], [-1.832, -2.065, 6.433], [2.053, -2.516, 4.494], [-3.270, -3.500, -0.708], [-4.016, -2.392, 2.016], [0.114, -1.326, 7.316], [-0.356, -3.691, 5.846], [-1.391, -1.718, -0.223], [1.804, -2.879, 6.199]]
}


Entry 7:
{
  "formula": "C40H61As3FN4OPSe2SiTi",
  "method": "ωB97M-V/def2-TZVPD",
  "largest_force_ha_per_bohr": 0.0157,
  "homo_energy_ha": -0.0594,
  "de_lowest_ev": 2.189,
  "total_energy_ev": -406689.725,
  "total_charge": -2,
  "orbital_gap_ha": 0.2064,
  "species": ["Se", "Se", "As", "As", "As", "Ti", "P", "Si", "F", "O", "N", "N", "N", "N", "C", "C", "C", "C", "C", "C", "C", "C", "C", "C", "C", "C", "C", "C", "C", "C", "C", "C", "C", "C", "C", "C", "C", "C", "C", "C", "C", "C", "C", "C", "C", "C", "C", "C", "C", "C", "C", "C", "C", "C", "H", "H", "H", "H", "H", "H", "H", "H", "H", "H", "H", "H", "H", "H", "H", "H", "H", "H", "H", "H", "H", "H", "H", "H", "H", "H", "H", "H", "H", "H", "H", "H", "H", "H", "H", "H", "H", "H", "H", "H", "H", "H", "H", "H", "H", "H", "H", "H", "H", "H", "H", "H", "H", "H", "H", "H", "H", "H", "H", "H", "H"],
  "xyz": [[2.049, 2.466, 1.986], [1.799, -3.138, 1.346], [-2.033, -5.787, -4.464], [-1.947, -0.187, -3.803], [1.088, -1.462, -2.917], [0.742, 0.875, 1.093], [2.513, -1.134, 1.669], [-2.062, -2.806, 0.929], [0.268, 0.043, 3.218], [-1.120, 1.361, 1.372], [-4.652, 0.832, 0.427], [-1.456, -1.448, 1.751], [-4.489, 3.497, 3.875], [-1.178, 2.818, 3.097], [1.673, 2.292, -1.697], [4.481, -2.275, 5.069], [-1.816, 2.052, 2.198], [-1.093, -3.127, -0.661], [-0.748, -6.111, -3.010], [-1.336, -4.186, -5.407], [3.625, -0.085, 5.535], [6.654, -0.661, -0.395], [-3.972, 1.322, 1.222], [-3.921, 2.823, 3.125], [-0.549, -1.977, -6.073], [-3.534, -5.083, -3.408], [-3.225, 2.023, 2.191], [3.056, -0.032, 4.266], [6.058, -1.912, -0.309], [3.192, -1.103, 3.391], [-2.933, -1.551, 3.737], [-2.270, -0.403, 5.773], [-1.102, 0.009, 5.133], [-1.757, -1.170, 3.022], [-3.507, 0.260, -4.934], [-2.857, -0.072, -2.081], [-3.881, -2.665, 0.375], [-2.059, -2.156, -4.052], [4.810, -2.052, 0.283], [4.748, 0.307, 0.714], [-0.910, -2.812, -4.834], [4.142, -0.946, 0.802], [3.907, -2.227, 3.809], [0.325, -2.990, -3.941], [-3.168, -1.183, 5.049], [-1.934, -4.408, 1.941], [2.271, 3.644, -1.319], [-0.900, -0.369, 3.837], [2.632, -2.515, -2.340], [0.568, 1.829, -0.740], [4.339, -1.201, 5.939], [1.114, 2.398, -3.117], [5.994, 0.448, 0.117], [2.099, -0.594, -4.378], [3.085, -3.012, -3.202], [-2.116, -2.590, -3.054], [6.563, -2.784, -0.710], [-4.058, -5.926, -2.957], [4.773, -1.242, 6.932], [2.485, 1.551, -1.702], [-0.895, -7.131, -2.653], [1.150, -3.399, -4.537], [0.243, -2.466, -6.646], [-3.679, -2.134, 3.206], [-0.079, 1.102, -1.266], [6.448, 1.430, 0.053], [1.886, 2.687, -3.838], [4.236, 1.175, 1.109], [-0.164, -3.655, -0.459], [-4.227, -4.565, -4.071], [-3.976, -2.686, -0.718], [-4.092, -1.506, 5.519], [-1.421, -1.867, -6.725], [-2.190, -0.383, -1.275], [5.032, -3.157, 5.376], [-3.212, -4.405, -2.624], [-2.119, -4.016, -6.157], [2.327, -3.236, -1.583], [-0.171, 2.905, 3.028], [0.267, -6.026, -3.397], [1.485, 4.407, -1.308], [-3.757, -0.687, -2.049], [4.324, -3.020, 0.346], [-0.204, -0.980, -5.804], [-2.746, -4.511, 2.666], [-1.715, -3.721, -1.340], [-0.081, 2.667, -0.463], [-1.964, -5.280, 1.278], [-0.985, -4.420, 2.483], [3.499, 0.754, 6.209], [-1.703, 3.374, 3.749], [2.529, -1.358, -5.030], [-4.483, -3.490, 0.773], [-3.754, 1.315, -4.811], [2.506, 0.843, 3.959], [0.104, -3.715, -3.157], [2.732, 3.627, -0.335], [-2.468, -0.116, 6.798], [3.363, -1.846, -1.887], [-3.014, -2.350, -4.552], [-0.826, -2.187, -1.152], [3.985, -3.074, 3.138], [-0.873, -5.423, -2.176], [-0.348, 0.614, 5.625], [-3.264, 0.080, -5.982], [-4.372, -0.342, -4.653], [0.659, 1.463, -3.442], [7.627, -0.550, -0.860], [3.021, 3.948, -2.056], [2.907, -0.015, -3.928], [-4.316, -1.724, 0.710], [1.478, 0.081, -4.962], [0.327, 3.161, -3.140], [-3.135, 0.963, -1.890], [-0.483, -4.582, -5.971]]
}


Entry 8:
{
  "formula": "C4H8N2O2S",
  "method": "ωB97M-V/def2-TZVPD",
  "largest_force_ha_per_bohr": 0.1183,
  "homo_energy_ha": -0.3142,
  "de_lowest_ev": 7.120,
  "total_energy_ev": -22181.235,
  "total_charge": 0,
  "orbital_gap_ha": 0.3202,
  "species": ["S", "O", "O", "N", "N", "C", "C", "C", "C", "H", "H", "H", "H", "H", "H", "H", "H"],
  "xyz": [[-1.416, 0.392, -1.426], [0.297, 3.123, 1.252], [-1.385, 1.774, 1.340], [-0.275, 2.109, 1.184], [0.788, -0.618, 0.237], [0.396, 0.141, -0.928], [1.015, 0.782, 0.198], [1.944, -1.494, 0.183], [-2.547, -0.533, -0.405], [-2.266, -1.480, -0.492], [2.039, -2.143, -0.699], [0.924, 0.165, -1.850], [-3.639, -0.288, -0.678], [1.951, 1.324, 0.089], [2.893, -0.868, 0.291], [-2.534, -0.266, 0.613], [1.816, -2.120, 1.090]]
}